Entry from OMol25: C18H29BrN3O5PrS2 as an isolated structure (ωB97M-V/def2-TZVPD).

Each line ends with the Mulliken charge.
Atoms and positions in Å:
Pr  12.039  10.906  9.833  1.10
Br  8.711  11.538  8.750  -0.13
S  14.781  11.040  11.053  1.10
S  11.062  13.711  12.347  0.08
O  14.336  11.699  9.719  -0.72
O  15.743  9.983  10.828  -0.76
O  11.306  13.048  10.992  -0.55
O  15.149  12.111  11.965  -0.69
O  13.442  10.314  11.522  -0.45
N  13.532  8.617  9.302  -0.15
N  11.605  9.549  7.465  0.25
N  12.495  12.256  7.562  -0.33
C  8.302  9.660  8.732  0.81
C  8.705  7.419  9.484  1.02
C  10.305  12.508  13.405  -0.34
C  10.258  6.865  11.226  -0.89
C  13.707  8.134  7.916  -0.65
C  12.800  11.443  6.426  -0.53
C  9.084  8.809  9.569  -0.14
C  6.959  7.918  7.840  -0.51
C  10.739  8.248  11.179  -1.02
C  8.894  12.178  13.041  -0.85
C  11.709  10.380  6.220  -0.78
C  10.234  9.242  10.346  0.45
C  12.339  8.202  7.242  -0.56
C  7.264  9.287  7.913  -0.76
C  7.659  7.043  8.580  -0.83
C  13.409  14.999  12.450  -1.23
C  9.293  6.454  10.347  -0.91
C  12.741  13.787  13.021  -0.23
H  14.386  8.894  9.772  0.31
H  13.196  12.789  12.879  0.12
H  14.479  8.756  7.460  0.30
H  6.806  9.998  7.294  0.50
H  10.973  11.659  13.372  0.30
H  10.746  10.822  5.924  0.39
H  13.720  10.856  6.598  0.21
H  8.379  11.799  13.919  0.36
H  8.946  11.329  12.323  0.03
H  11.879  12.984  7.302  0.21
H  10.621  9.229  7.618  -0.09
H  11.622  8.528  11.781  0.62
H  12.822  15.928  12.514  0.37
H  6.241  7.542  7.070  0.31
H  10.321  12.984  14.411  0.48
H  10.635  6.148  11.925  0.45
H  13.091  7.870  9.886  0.12
H  7.450  5.975  8.503  0.34
H  9.101  5.410  10.271  0.40
H  12.060  9.841  5.350  0.35
H  11.738  7.368  7.693  0.29
H  8.339  12.983  12.504  0.29
H  13.711  14.842  11.390  0.24
H  12.593  13.802  14.087  0.54
H  13.321  12.739  7.954  0.28
H  12.430  8.012  6.169  0.36
H  14.114  7.085  7.876  0.36
H  14.356  15.231  12.932  0.39
H  12.828  12.031  5.484  0.42

Its expectation value of S² is 2.003. Its LUMO energy (spin up / spin down) is 0.23 / 0.23 eV. Its energy is -5131.26076 a.u. The calculation puts the relative energy (zero: lowest compared OMol25 entry of this formula, charge and spin) at 17.00 kJ/mol. The multiplicity is 3.